(1)
Computed, not measured: a cluster of 2 separate species, C2H5ClFOPS in total, with wB97M-V/def2-TZVPD.

Structure (XYZ):
```
12
C2H5ClFOPS | the OMol25 dataset | wB97M-V/def2-TZVPD
C 0.918 1.337 1.208
C -1.419 -0.485 -1.975
O 1.365 0.058 0.774
F -1.789 0.807 -1.611
P 0.348 -1.134 0.529
S -0.532 -1.694 2.228
Cl 1.620 -2.473 -0.151
H 0.419 1.860 0.445
H 1.676 2.127 1.321
H 0.440 1.289 2.176
H -2.305 -1.171 -1.994
H -0.741 -0.520 -2.950
```

Its energy above the lowest of the compared OMol25 structures with the same formula, charge and spin is 73.6 kcal per mole. As for the charge: 0. As for the gap between HOMO and LUMO (spin up / spin down): 8.282 / 7.094 eV.

---

(2)
Computed, not measured: the molecule C4H5ClN2O, with wB97M-V/def2-TZVPD.

Structure (XYZ):
```
13
C4H5ClN2O | the OMol25 dataset | wB97M-V/def2-TZVPD
O -0.151 2.171 -1.504
C -0.021 1.162 -0.818
C -1.193 0.270 -0.775
C -1.083 -0.732 0.018
Cl -2.461 -1.778 0.494
C 0.145 -0.894 0.889
N 1.214 -0.411 0.063
N 1.083 1.082 -0.041
H -1.993 0.575 -1.349
H 0.531 -1.962 1.051
H 0.093 -0.345 1.997
H 2.027 -0.506 0.572
H 1.810 1.368 -0.596
```

Its energy above the lowest of the compared OMol25 structures with the same formula, charge and spin is 62.1 kcal per mole. As for the charge: 0. As for the gap between HOMO and LUMO: 10.132 eV.

---

(3)
Computed, not measured: a cluster of 2 separate species, CH5NOS2 in total, with wB97M-V/def2-TZVPD.

Structure (XYZ):
```
10
CH5NOS2 | the OMol25 dataset | wB97M-V/def2-TZVPD
N 0.662 -0.621 1.166
C 1.375 0.523 1.095
O 1.902 0.904 0.081
H 0.237 -0.869 2.036
H 0.778 -1.318 0.438
H 1.412 1.101 2.025
S -0.908 -0.069 -2.561
S -2.172 0.862 -1.187
H -1.819 -0.963 -2.973
H -1.467 0.450 -0.122
```

Its energy above the lowest of the compared OMol25 structures with the same formula, charge and spin is 4.2 kcal per mole. As for the charge: 0. As for the gap between HOMO and LUMO: 9.499 eV.

---

(4)
Computed, not measured: the molecule C21H23ClN4O3, with wB97M-V/def2-TZVPD.

Structure (XYZ):
```
52
C21H23ClN4O3 | the OMol25 dataset | wB97M-V/def2-TZVPD
O -3.314 -2.633 0.350
C -3.172 -1.462 0.074
N -1.994 -0.908 -0.326
C -0.787 -1.583 -0.418
C -0.472 -2.915 -0.231
C 0.907 -2.973 -0.455
N 1.397 -1.787 -0.756
N 0.363 -0.940 -0.747
C 0.579 0.478 -0.938
C 1.697 0.702 -1.954
C 2.021 2.198 -2.053
N 2.338 2.835 -0.795
C 3.709 2.745 -0.322
C 4.108 1.484 0.382
C 4.234 1.197 1.709
C 4.563 -0.180 1.794
C 4.616 -0.636 0.511
C 4.853 -1.998 -0.060
O 5.390 -2.899 0.874
O 4.359 0.371 -0.350
C 1.306 2.609 0.191
C 0.941 1.133 0.400
C -4.334 -0.513 0.084
C -5.558 -1.052 -0.313
C -6.709 -0.291 -0.336
C -6.662 1.036 0.060
C -5.466 1.587 0.484
C -4.313 0.819 0.493
Cl -2.867 1.580 1.093
H -1.970 0.085 -0.510
H -1.144 -3.703 0.031
H 1.552 -3.828 -0.408
H -0.346 0.926 -1.326
H 2.573 0.140 -1.639
H 1.389 0.327 -2.931
H 1.147 2.724 -2.460
H 2.854 2.349 -2.742
H 3.863 3.575 0.375
H 4.358 2.897 -1.188
H 4.104 1.876 2.527
H 4.720 -0.751 2.686
H 5.502 -1.909 -0.946
H 3.894 -2.422 -0.381
H 6.192 -2.519 1.251
H 0.412 3.147 -0.147
H 1.628 3.047 1.138
H 0.101 1.061 1.094
H 1.782 0.591 0.833
H -5.574 -2.093 -0.600
H -7.641 -0.731 -0.655
H -7.555 1.642 0.051
H -5.423 2.614 0.813
```

Its energy above the lowest of the compared OMol25 structures with the same formula, charge and spin is 59.2 kcal per mole. As for the charge: 0. As for the gap between HOMO and LUMO: 8.562 eV.

---

(5)
Computed, not measured: a structure of composition C78H83F2I2NO5S2, with wB97M-V/def2-TZVPD.

Structure (XYZ):
```
173
C78H83F2I2NO5S2 | the OMol25 dataset | wB97M-V/def2-TZVPD
C 0.985 6.140 3.261
C -0.132 6.889 2.541
O -0.359 8.041 2.825
O -0.887 6.213 1.613
C -0.085 5.845 0.464
C -0.116 4.327 0.178
C -1.148 3.999 -0.925
C -1.583 2.498 -1.003
C -0.368 1.582 -0.858
C 0.599 1.528 -1.775
C 0.626 2.303 -3.078
C 1.755 3.359 -3.185
C 3.185 2.812 -3.239
S 3.460 1.657 -4.616
C 5.126 1.008 -4.369
S 6.231 1.441 -5.472
N 5.377 0.135 -3.272
C 6.448 0.648 -2.393
C 7.185 -0.431 -1.590
O 7.543 -1.570 -2.374
C 6.296 -2.142 -2.756
C 5.629 -1.230 -3.772
C 1.741 0.598 -1.480
O 2.342 -0.065 -2.299
C 2.119 0.454 -0.013
C 3.428 0.276 0.337
C 3.705 0.109 1.673
F 4.999 -0.096 1.982
C 2.756 0.126 2.663
C 3.086 -0.038 4.139
C 4.455 0.544 4.570
C 4.485 0.927 6.057
F 5.631 1.702 6.252
C 1.416 0.297 2.273
C 0.333 0.263 3.302
I -0.779 -1.570 3.432
C 0.050 1.255 4.140
C 0.835 2.549 4.118
I -1.471 1.168 5.616
C 1.106 0.488 0.935
C -0.297 0.733 0.406
O -1.301 0.294 0.920
H 0.654 5.875 4.271
H 1.911 6.712 3.329
H 1.154 5.191 2.739
H 0.934 6.217 0.632
H -0.492 6.395 -0.395
H 0.887 4.069 -0.198
H -0.251 3.755 1.107
H -0.689 4.326 -1.867
H -2.019 4.656 -0.787
H -2.052 2.380 -1.984
H -2.273 2.323 -0.173
H -0.315 2.826 -3.265
H 0.715 1.583 -3.905
H 1.580 3.899 -4.129
H 1.655 4.123 -2.402
H 3.500 2.380 -2.279
H 3.851 3.671 -3.406
H 7.197 1.269 -2.902
H 5.967 1.304 -1.646
H 8.135 -0.025 -1.223
H 6.619 -0.802 -0.721
H 5.650 -2.306 -1.877
H 6.489 -3.131 -3.186
H 6.180 -1.244 -4.723
H 4.643 -1.676 -3.994
H 4.184 0.258 -0.445
H 3.066 -1.117 4.350
H 2.323 0.455 4.748
H 4.803 1.390 3.970
H 5.196 -0.256 4.450
H 3.588 1.458 6.393
H 4.658 0.021 6.651
H 0.108 3.367 4.111
H 1.418 2.637 5.046
H 1.491 2.603 3.245
C 0.075 1.336 9.192
C 1.297 1.924 8.901
C 2.016 2.569 9.898
C 1.514 2.617 11.192
C 0.293 2.026 11.485
C -0.429 1.388 10.485
H -0.482 0.837 8.409
H 1.690 1.880 7.891
H 2.967 3.033 9.668
H 2.076 3.116 11.971
H -0.097 2.062 12.495
H -1.384 0.932 10.713
C -2.054 -2.188 -5.796
C -2.171 -2.259 -4.415
C -1.186 -1.708 -3.606
C -0.088 -1.081 -4.179
C 0.027 -1.006 -5.562
C -0.955 -1.563 -6.371
H -2.821 -2.621 -6.426
H -3.030 -2.744 -3.968
H -1.273 -1.769 -2.527
H 0.678 -0.653 -3.546
H 0.884 -0.514 -6.007
H -0.863 -1.511 -7.449
C -5.168 6.102 0.607
C -6.377 6.393 -0.010
C -7.180 5.365 -0.486
C -6.777 4.044 -0.337
C -5.570 3.753 0.283
C -4.764 4.782 0.752
H -4.540 6.904 0.976
H -6.694 7.422 -0.121
H -8.119 5.592 -0.973
H -7.405 3.242 -0.705
H -5.257 2.722 0.401
H -3.819 4.555 1.232
C 0.766 -5.062 0.164
C 0.338 -6.368 -0.040
C 0.086 -6.824 -1.328
C 0.271 -5.976 -2.412
C 0.703 -4.673 -2.209
C 0.947 -4.214 -0.921
H 0.959 -4.706 1.168
H 0.200 -7.030 0.805
H -0.253 -7.840 -1.486
H 0.079 -6.332 -3.417
H 0.849 -4.012 -3.055
H 1.279 -3.195 -0.763
C -2.106 10.350 7.537
C -2.713 9.263 8.152
C -2.619 8.002 7.581
C -1.911 7.826 6.400
C -1.300 8.912 5.786
C -1.402 10.175 6.353
H -2.182 11.335 7.981
H -3.260 9.400 9.076
H -3.098 7.155 8.057
H -1.834 6.840 5.957
H -0.747 8.772 4.866
H -0.931 11.023 5.872
C -5.659 -6.578 -7.688
C -5.772 -6.647 -6.306
C -4.786 -6.093 -5.501
C -3.692 -5.464 -6.077
C -3.580 -5.392 -7.459
C -4.561 -5.953 -8.265
H -6.426 -7.013 -8.317
H -6.629 -7.132 -5.856
H -4.871 -6.152 -4.423
H -2.926 -5.028 -5.447
H -2.726 -4.899 -7.908
H -4.471 -5.902 -9.342
C -7.681 -6.402 -1.498
C -6.419 -5.919 -1.816
C -5.294 -6.454 -1.202
C -5.432 -7.479 -0.276
C -6.693 -7.964 0.040
C -7.818 -7.423 -0.567
H -8.558 -5.982 -1.974
H -6.311 -5.124 -2.544
H -4.310 -6.073 -1.446
H -4.554 -7.900 0.200
H -6.800 -8.764 0.762
H -8.803 -7.798 -0.317
C 2.653 -8.359 -4.699
C 3.237 -8.969 -5.801
C 4.146 -8.268 -6.582
C 4.478 -6.960 -6.256
C 3.896 -6.352 -5.152
C 2.980 -7.049 -4.375
H 1.941 -8.904 -4.091
H 2.982 -9.991 -6.051
H 4.596 -8.742 -7.445
H 5.190 -6.415 -6.862
H 4.156 -5.332 -4.896
H 2.524 -6.573 -3.518
```

As for the charge: 0. As for the gap between HOMO and LUMO: 7.337 eV.

---

(6)
Computed, not measured: a structure of composition C14H19N5Ti, with wB97M-V/def2-TZVPD.

Structure (XYZ):
```
39
C14H19N5Ti | the OMol25 dataset | wB97M-V/def2-TZVPD
Ti 0.338 0.633 -0.337
C -0.207 -3.496 3.175
C -1.370 -3.695 2.437
C -1.686 -2.863 1.375
C -0.802 -1.828 1.077
C 0.369 -1.622 1.813
C 0.676 -2.458 2.872
N -1.021 -0.917 0.026
N -2.024 -0.994 -0.709
C -2.085 0.013 -1.708
C -3.166 -0.004 -2.560
C -3.241 0.983 -3.546
C -2.238 1.938 -3.636
C -1.180 1.894 -2.745
N -1.089 0.948 -1.784
H 0.018 -4.160 4.000
H -2.032 -4.510 2.698
H -2.589 -3.010 0.799
H 1.069 -0.808 1.572
H 1.575 -2.319 3.454
H -3.927 -0.765 -2.458
H -4.079 0.996 -4.231
H -2.261 2.718 -4.385
H -0.379 2.625 -2.787
N 0.325 1.937 1.345
C 1.800 2.234 1.449
C 2.522 2.048 0.095
C 3.144 0.668 -0.220
N 2.181 -0.226 -0.963
H -0.180 2.807 1.152
H -0.046 1.590 2.232
H 2.224 1.556 2.192
H 1.933 3.254 1.808
H 3.350 2.764 0.090
H 1.923 2.444 -0.759
H 3.417 0.163 0.708
H 4.047 0.790 -0.816
H 2.358 -1.211 -0.758
H 2.333 -0.118 -1.970
```

The spin multiplicity is 2. As for the charge: +3. As for the gap between HOMO and LUMO (spin up / spin down): 6.397 / 6.482 eV.

---

(7)
Computed, not measured: the molecule C15H18ClN3O3, with wB97M-V/def2-TZVPD.

Structure (XYZ):
```
40
C15H18ClN3O3 | the OMol25 dataset | wB97M-V/def2-TZVPD
O 0.228 -0.727 -4.005
C 0.163 -0.319 -2.871
N -0.425 0.852 -2.461
C -0.547 0.909 -1.013
C -0.224 2.319 -0.488
C -1.150 2.758 0.644
C -1.336 1.618 1.661
C -1.958 0.385 0.988
C -1.940 0.462 -0.536
O -0.100 1.267 2.253
C 0.077 2.073 3.396
C -1.341 2.581 3.735
O -2.163 2.030 2.732
N 0.418 -0.103 -0.584
N 0.676 -0.899 -1.730
C 1.302 -2.127 -1.576
C 1.657 -2.901 -2.681
C 2.292 -4.114 -2.500
C 2.580 -4.559 -1.219
Cl 3.383 -6.076 -0.997
C 2.230 -3.801 -0.114
C 1.594 -2.588 -0.291
H -1.065 1.333 -3.067
H 0.808 2.340 -0.133
H -0.302 3.027 -1.316
H -2.135 3.036 0.270
H -0.725 3.629 1.145
H -2.980 0.290 1.353
H -1.384 -0.481 1.315
H -2.155 -0.525 -0.948
H -2.692 1.159 -0.905
H 0.761 2.905 3.185
H 0.504 1.449 4.184
H -1.700 2.219 4.701
H -1.390 3.677 3.719
H 1.289 0.321 -0.260
H 1.427 -2.551 -3.673
H 2.565 -4.713 -3.354
H 2.453 -4.157 0.879
H 1.305 -1.998 0.564
```

Its energy above the lowest of the compared OMol25 structures with the same formula, charge and spin is 28.1 kcal per mole. As for the charge: 0. As for the gap between HOMO and LUMO: 8.489 eV.

---

(8)
Computed, not measured: the molecule C25H29N3O4S, with wB97M-V/def2-TZVPD.

Structure (XYZ):
```
62
C25H29N3O4S | the OMol25 dataset | wB97M-V/def2-TZVPD
C 6.074 -3.304 -2.336
C 5.163 -2.084 -2.296
C 3.929 -2.332 -1.433
C 3.026 -1.098 -1.385
N 1.851 -1.289 -0.549
C 0.595 -1.621 -1.188
C 0.376 -3.128 -1.330
C 2.049 -1.198 0.784
O 3.129 -0.897 1.257
C 0.882 -1.504 1.716
S 0.340 0.014 2.567
C -1.271 0.237 1.902
N -1.640 -0.509 0.921
C -2.904 -0.358 0.418
C -3.290 -1.096 -0.706
C -4.565 -0.963 -1.207
C -5.484 -0.106 -0.604
C -5.120 0.625 0.504
C -3.830 0.508 1.022
C -3.420 1.305 2.167
O -4.141 2.031 2.819
N -2.059 1.174 2.504
C -1.546 2.110 3.481
C -1.026 3.415 2.841
C -2.083 4.116 1.977
O -2.393 3.379 0.816
C -1.298 2.864 0.174
C -1.460 2.367 -1.112
C -0.375 1.856 -1.797
C 0.877 1.841 -1.204
C 1.040 2.295 0.090
C -0.048 2.796 0.794
O 0.151 3.206 2.089
H 6.949 -3.109 -2.952
H 5.549 -4.162 -2.749
H 6.410 -3.558 -1.334
H 4.850 -1.830 -3.313
H 5.715 -1.232 -1.896
H 3.374 -3.185 -1.828
H 4.240 -2.570 -0.414
H 3.600 -0.266 -0.965
H 2.697 -0.834 -2.392
H 0.600 -1.164 -2.181
H -0.226 -1.167 -0.629
H -0.606 -3.318 -1.756
H 0.436 -3.622 -0.364
H 1.122 -3.569 -1.986
H 0.002 -1.934 1.254
H 1.264 -2.147 2.511
H -2.574 -1.758 -1.166
H -4.859 -1.532 -2.077
H -6.480 -0.016 -1.010
H -5.806 1.301 0.990
H -0.736 1.641 4.043
H -2.374 2.360 4.151
H -0.730 4.082 3.659
H -1.698 5.105 1.692
H -3.022 4.227 2.522
H -2.444 2.400 -1.551
H -0.509 1.481 -2.800
H 1.732 1.468 -1.745
H 1.996 2.258 0.587
```

Its energy above the lowest of the compared OMol25 structures with the same formula, charge and spin is 21.5 kcal per mole. As for the charge: 0. As for the gap between HOMO and LUMO: 8.876 eV.

---

Which formula does entry 6 have? C14H19N5Ti